The following is a quantum chemistry calculation of 2 unconnected molecules or ions with the total composition C4H10, from OMol25.

Element x y z (Å)
C 4.846 0.711 0.885
C 4.403 -0.537 0.705
H 4.188 1.463 1.300
H 5.886 0.943 0.723
H 3.350 -0.716 0.556
H 5.166 -1.301 0.617
C -4.085 -0.424 -0.941
C -2.878 0.274 -0.311
H -4.502 -1.115 -0.211
H -4.784 0.336 -1.269
H -3.843 -1.009 -1.825
H -3.118 0.443 0.745
H -2.657 1.261 -0.720
H -1.969 -0.329 -0.253

Summary:
* energy relative to the best compared isomer or geometry (same formula, charge and spin): 154.0 kJ/mol
* E_HOMO: -0.3631 Ha
* total charge: 0
* SMILES: C=C.CC
* gap between HOMO and LUMO: 11.011 eV